No. 1
75
Properties=species:S:1:pos:R:3:forces:R:3 method="wB97M-V/def2-TZVPD" gap_ha=0.1845 multiplicity=1 total_charge=-2 homo_ev=-1.15 relative_energy_kj_mol=99.17
Cs -0.521 -0.339 -0.977 1.1707 -1.9300 1.9150
C -2.440 0.356 3.353 0.2506 0.1562 0.0335
C -1.240 1.279 3.172 -0.1980 0.1047 0.0835
N -0.006 0.578 2.887 -0.0143 0.1573 -0.0430
C 1.045 1.474 2.445 0.2142 0.0225 -0.0809
C 2.097 0.735 1.626 -0.1015 0.1640 0.2547
C 0.429 -0.298 3.960 -0.1459 -0.4901 -0.0005
C 0.113 -1.773 3.696 0.0303 -0.0266 0.1316
N 0.911 -2.253 2.606 0.4253 0.5003 0.0195
C 0.626 -3.384 2.041 -0.2499 -0.4421 0.0149
C 1.399 -3.815 0.904 0.3788 0.0408 -0.2900
F 2.460 -3.041 0.515 -0.4567 -0.2110 0.1553
C 1.142 -4.959 0.201 0.0964 -0.0854 -0.0639
F 1.935 -5.280 -0.865 -0.2241 0.1532 0.2941
C 0.114 -5.836 0.542 -0.0533 -0.0675 0.0913
C -0.613 -5.499 1.675 0.0589 -0.2781 -0.1896
F -1.586 -6.365 2.103 0.2461 0.3033 -0.1255
C -0.378 -4.363 2.401 -0.2010 0.0636 0.1907
F -1.130 -4.213 3.548 0.2332 0.0414 -0.2486
H -3.353 0.949 3.390 -0.1006 0.0555 0.0226
H -2.366 -0.218 4.274 -0.0295 -0.1064 0.0919
H -2.503 -0.330 2.516 -0.0613 -0.1497 -0.1174
H -1.144 1.916 4.081 0.0460 -0.0101 -0.1046
H -1.442 1.938 2.327 -0.0046 0.0767 0.0184
H 1.527 1.985 3.307 -0.0916 -0.0155 -0.0796
H 0.599 2.250 1.819 -0.0491 0.0433 0.0452
H 2.402 -0.180 2.127 0.0860 -0.1200 -0.0197
H 2.961 1.376 1.450 0.0888 0.0514 -0.0713
H 1.661 0.457 0.674 0.1003 -0.0481 -0.0872
H -0.026 0.005 4.920 0.0044 0.0662 -0.0283
H 1.512 -0.220 4.078 0.0266 0.0300 0.0181
H -0.957 -1.880 3.491 -0.0334 0.0647 0.1380
H 0.335 -2.337 4.620 -0.1486 0.0938 0.0681
H -0.099 -6.721 -0.029 -0.0161 -0.1040 -0.0928
O -1.842 3.949 0.206 0.1255 0.3301 -0.0143
C -1.287 2.968 -0.306 -0.3354 0.5779 0.2239
O -1.672 1.781 -0.280 -0.6220 1.0181 0.4135
C 0.001 3.237 -1.086 0.2228 -0.4125 0.0829
C 0.168 4.493 -1.695 0.4555 0.5701 -0.4978
C 1.282 4.726 -2.462 -0.4525 -0.1092 0.3175
C 2.249 3.706 -2.593 -0.1546 -0.3221 0.2241
C 3.416 3.840 -3.366 0.3429 -0.1671 -0.0830
C 4.342 2.825 -3.413 -0.1498 0.6796 -0.2548
C 4.126 1.643 -2.698 -0.2924 -0.4171 0.3685
C 2.982 1.466 -1.960 0.4178 -0.0966 -0.2018
C 2.012 2.488 -1.891 0.4115 0.5378 -0.4268
N 0.895 2.276 -1.171 -0.5549 0.3825 0.2796
H -0.599 5.239 -1.544 0.0084 -0.0315 0.0200
H 1.442 5.678 -2.959 -0.0509 -0.0400 -0.0022
H 3.566 4.757 -3.925 0.0510 0.0229 0.0028
H 5.238 2.941 -4.010 0.0101 -0.0118 0.0019
H 4.869 0.858 -2.737 -0.0195 -0.0723 0.0010
H 2.806 0.545 -1.423 -0.0427 -0.0262 0.0360
C -5.960 1.270 0.031 0.1422 -0.0083 0.0414
C -5.071 0.077 -0.074 -0.1666 -0.1764 0.0974
C -5.332 -1.261 -0.317 -0.0430 0.1589 0.0450
C -4.081 -1.898 -0.232 -0.1367 0.1230 0.0396
N -3.145 -1.011 0.048 0.2994 -0.6693 0.2086
N -3.750 0.164 0.149 -0.7189 0.5478 -0.0539
C -3.725 -3.330 -0.436 0.1474 0.1345 -0.0180
H -6.963 1.038 -0.323 0.0098 0.0120 -0.0231
H -5.554 2.098 -0.548 -0.0576 0.0718 -0.0830
H -6.023 1.605 1.069 -0.0824 0.0123 0.0109
H -6.280 -1.724 -0.525 -0.1653 0.0239 -0.0372
H -3.171 1.012 0.216 0.0898 -0.1175 -0.0410
H -4.611 -3.960 -0.404 -0.0011 -0.0808 0.0234
H -3.022 -3.634 0.338 0.0021 -0.1790 0.0102
H -3.231 -3.455 -1.402 -0.0333 -0.0619 -0.0200
C -0.828 1.537 -4.440 0.5174 0.0679 -0.1358
O -1.771 0.485 -4.361 -0.0884 0.5122 -0.2395
C -1.380 -0.717 -3.773 -0.2704 -1.5836 -0.1235
O -0.206 -0.803 -3.389 -0.0183 0.3879 -2.1989
H -1.005 2.093 -5.364 -0.0328 0.0331 0.0508
H 0.189 1.129 -4.439 -0.0502 0.1564 -0.0215
H -0.933 2.209 -3.585 0.0093 0.1185 0.0335

=====

No. 2
13
Properties=species:S:1:pos:R:3:forces:R:3 method="wB97M-V/def2-TZVPD" gap_ha=0.1404 multiplicity=1 total_charge=-1 homo_ev=-1.92 relative_energy_kj_mol=0.00
O 1.854 -1.309 -3.788 0.1016 0.6981 0.5897
C 2.066 -0.365 -3.005 -0.5280 -0.4970 -0.3705
H 0.200 -2.380 0.905 0.1131 0.0372 0.4107
H 3.177 -0.029 -3.068 0.1637 0.0236 -0.0060
C 0.817 -2.233 1.802 -0.0441 -0.0369 0.1126
C 0.390 -1.531 2.855 0.3498 -0.1840 -0.0769
C -0.936 -0.808 2.957 -0.1661 0.4305 -0.2641
O -0.860 0.455 2.416 0.0096 -0.1808 -0.4161
Cs -0.293 1.109 -0.559 0.2148 -0.4527 0.4943
H 1.067 -1.387 3.707 -0.0576 -0.0594 -0.2772
H 1.810 -2.687 1.777 -0.2408 0.1918 -0.0371
H -1.223 -0.798 4.039 0.0356 -0.0305 -0.1349
H -1.702 -1.462 2.469 0.0485 0.0600 -0.0244

=====

No. 3
186
Properties=species:S:1:pos:R:3:forces:R:3 method="wB97M-V/def2-TZVPD" gap_ha=0.3169 multiplicity=1 homo_ev=-8.55
C -0.469 -2.370 -7.187 0.7299 0.4195 0.0596
O -0.513 -0.937 -7.053 -0.2439 -0.6926 0.0616
H -0.987 -2.726 -8.078 -0.2170 0.1408 0.0351
H 0.583 -2.635 -7.289 0.0171 -0.0812 -0.0869
H -0.831 -2.887 -6.299 -0.2122 0.0721 -0.0048
H -1.165 -0.746 -6.375 -0.0983 0.2207 -0.0093
C 4.947 -5.959 1.491 -0.0930 0.4064 0.9110
O 6.083 -6.600 2.076 -0.2117 0.0698 -0.5080
H 5.173 -5.044 0.944 0.4475 -0.2184 -0.5232
H 4.389 -6.671 0.883 0.2425 0.0613 0.0249
H 4.309 -5.578 2.289 -0.4420 -0.3132 0.1127
H 6.371 -6.065 2.820 0.0424 0.0027 -0.0235
C 5.118 0.551 -4.126 1.3979 -0.6849 0.4940
O 4.734 1.390 -3.056 -1.1676 0.4349 -0.3887
H 5.757 -0.220 -3.695 -0.0837 -0.5533 -0.1608
H 4.284 0.070 -4.637 -0.3056 0.3478 0.4619
H 5.754 0.982 -4.899 -0.1790 0.7125 -0.0383
H 5.465 1.766 -2.561 0.3254 -0.2579 -0.2736
C -6.543 3.828 2.700 -0.7968 -0.4413 0.4455
O -6.996 5.144 2.329 1.0222 -0.5245 0.1788
H -7.078 3.463 3.576 -0.3421 0.0864 0.1223
H -6.687 3.062 1.938 -0.0287 0.2360 -0.3737
H -5.504 3.750 3.021 0.1482 0.9194 -0.4319
H -7.885 5.099 1.969 0.0234 -0.2825 0.0612
C 0.869 -3.127 5.814 0.0179 -0.1760 0.4829
O 1.317 -2.106 6.731 0.0055 -0.4270 -0.9757
H 0.746 -2.796 4.783 -0.1588 0.7521 0.3315
H 1.579 -3.947 5.709 0.2074 -0.1168 0.3729
H -0.068 -3.519 6.209 -0.1596 -0.1841 -0.3828
H 1.416 -2.566 7.567 0.0762 0.1664 0.1412
C -0.347 0.724 3.243 -0.1502 1.0429 -0.2869
O -1.204 0.844 2.089 0.0130 -0.5694 0.5114
C -0.794 1.723 1.004 1.0359 -1.3653 1.1003
C 0.301 0.962 0.196 -0.8833 1.3073 0.2262
N -0.308 -0.113 -0.531 0.8169 -0.4518 -1.0509
C 0.754 -0.757 -1.390 -1.7856 -0.6943 0.5219
C 1.822 -1.507 -0.632 0.2182 0.1579 1.9166
O 1.293 -2.273 0.497 0.4432 1.0425 -0.7718
C 0.704 -3.473 0.156 -0.0769 -1.7228 -0.2655
H -0.752 0.045 3.993 -0.3483 -0.2936 -0.5375
H -0.286 1.677 3.767 -0.0604 0.3960 -0.0548
H 0.691 0.443 3.060 -0.0331 -0.2921 -0.5014
H -0.453 2.648 1.469 0.2267 0.2337 -0.2966
H -1.701 1.893 0.424 0.1935 -0.0356 -0.0943
H 1.048 0.556 0.878 0.2924 0.4596 0.2781
H 0.771 1.594 -0.557 0.1793 0.4008 0.2790
H -0.660 -0.719 0.196 -0.0347 -0.7553 -0.2655
H 1.190 0.027 -2.009 0.0293 -0.1311 -0.0801
H 0.244 -1.486 -2.020 -0.1241 0.1693 -0.3274
H 2.466 -0.782 -0.134 0.1970 -0.0628 -0.0320
H 2.466 -2.151 -1.232 -0.1897 -0.0437 -0.3134
H 0.715 -4.157 1.005 -0.1858 0.3505 0.4339
H 1.264 -4.056 -0.576 0.4406 0.2329 -0.4699
H -0.313 -3.459 -0.235 -0.3001 0.5663 0.0660
C 1.141 -7.324 -5.003 0.1309 0.3590 0.2408
O 2.222 -7.996 -4.335 -1.2908 -0.3191 -0.8382
C 3.546 -7.512 -4.522 -0.6099 0.3105 0.4432
C 4.278 -8.122 -5.719 -1.0650 -0.1580 0.6884
N 3.623 -7.796 -6.999 0.9016 0.0634 1.0253
C 4.170 -8.539 -8.111 -0.8671 0.0366 -0.6914
C 3.763 -10.028 -8.129 0.8724 0.8430 -0.2827
O 2.362 -10.148 -8.048 0.3715 1.7425 0.1209
C 1.915 -11.444 -8.026 -1.3018 -0.8213 -0.0923
H 1.209 -7.218 -6.086 0.4792 -0.1473 -0.0474
H 0.992 -6.318 -4.610 0.3107 0.2814 0.1500
H 0.181 -7.811 -4.834 0.3591 -0.5751 0.3597
H 4.004 -7.787 -3.572 0.5319 -0.2210 -0.2069
H 3.502 -6.424 -4.487 0.2347 0.2851 -0.5700
H 4.259 -9.195 -5.526 -0.0087 -0.3819 0.0127
H 5.332 -7.858 -5.633 0.0295 0.4586 -0.5758
H 2.671 -8.131 -6.958 -0.2379 0.1596 0.3554
H 5.247 -8.395 -8.197 0.0575 -0.2542 0.1324
H 3.719 -8.044 -8.971 0.1462 -0.2456 -0.4390
H 4.281 -10.511 -7.301 -0.2322 -0.4517 0.2289
H 4.150 -10.448 -9.058 -0.0406 -0.3029 -0.1836
H 2.493 -12.000 -7.286 -0.0140 -0.6721 -0.4234
H 1.772 -11.844 -9.030 1.3042 -0.5946 -0.3327
H 0.856 -11.506 -7.777 -0.0684 0.6149 0.9376
C 1.360 11.410 1.361 -1.4459 0.6399 -0.0639
O 0.048 10.821 1.264 1.3859 -0.8327 0.3825
C -0.647 10.796 2.535 0.5529 0.6814 -2.1199
C -1.885 9.993 2.284 -0.0343 -0.6818 0.9240
N -1.586 8.569 2.088 0.0300 0.8572 1.0413
C -2.760 7.820 1.757 -0.3136 -1.3793 -1.1976
C -2.985 7.837 0.224 -0.9278 0.3041 2.0695
O -1.810 7.372 -0.345 -0.2219 -0.5805 -1.5234
C -1.817 7.451 -1.775 1.1239 0.8424 0.2001
H 1.160 12.455 1.597 0.4488 0.3897 0.0614
H 1.853 11.373 0.390 -0.1337 -0.2668 0.0942
H 2.000 11.018 2.152 -0.1085 -0.4606 -0.0060
H -0.863 11.853 2.689 -0.3479 0.0523 0.7825
H -0.017 10.386 3.325 -0.0316 -0.1053 0.0779
H -2.499 10.406 1.483 0.1289 0.3231 -0.2364
H -2.466 10.070 3.203 -0.3098 -0.0599 0.0682
H -0.921 8.433 1.340 0.1624 0.1898 -0.0722
H -3.684 8.058 2.284 0.1693 0.7918 0.0735
H -2.639 6.772 2.031 0.3809 -0.2344 0.0075
H -3.228 8.870 -0.024 0.1293 0.2130 -0.6202
H -3.864 7.219 0.039 -0.0416 -0.2296 -0.5176
H -1.770 8.497 -2.077 -0.1181 0.3311 0.0588
H -2.648 7.031 -2.342 -0.2449 -0.5347 0.6100
H -0.866 7.034 -2.106 -0.1982 -0.3172 -0.0087
C 2.165 6.480 5.217 1.4884 -0.7841 1.1938
C 1.073 6.416 6.298 0.8361 0.8627 -0.4253
C 1.565 6.519 7.787 -0.0397 -1.1430 -1.0262
O 0.258 7.528 6.041 -1.1172 0.8783 0.6010
H 2.916 5.727 5.455 0.0936 -0.4321 -0.1809
H 2.754 7.395 5.287 -0.4070 0.3611 0.0051
H 1.883 6.318 4.176 -0.5507 0.0491 0.1872
H 0.500 5.503 6.134 -0.0690 -0.2884 0.3692
H 0.742 6.694 8.480 -0.0665 0.3761 -0.2823
H 2.402 7.194 7.970 -0.2970 0.3738 -0.3073
H 1.941 5.538 8.074 0.1117 -0.1916 -0.0609
H -0.028 7.519 5.125 -0.0350 -0.0324 -0.1528
C 0.125 -9.584 1.362 -0.5092 0.4714 -0.5620
C -1.394 -9.346 1.267 0.9221 -0.1941 0.6505
C -1.964 -9.302 -0.094 0.2963 0.6668 -2.1532
O -2.013 -10.384 1.964 -0.7900 -0.5226 1.1585
H 0.639 -8.747 0.890 0.3047 -0.0635 0.0227
H 0.403 -10.511 0.861 0.0650 -0.0423 -0.0417
H 0.390 -9.646 2.418 0.0534 0.0240 -0.0989
H -1.540 -8.392 1.772 -0.5989 -0.1203 0.3155
H -1.638 -10.140 -0.710 0.4595 -0.1766 0.0045
H -1.603 -8.392 -0.574 0.0692 0.0148 -0.3657
H -3.040 -9.317 -0.265 -0.1718 0.2129 0.9726
H -1.920 -11.157 1.403 -0.0931 -0.2612 0.0919
C -3.701 2.763 9.756 0.4257 -1.0464 1.5198
C -4.221 3.882 8.936 0.3319 0.0576 -0.8000
C -4.140 3.531 7.481 0.6051 -0.0407 -1.1536
O -5.560 4.099 9.292 -0.7236 0.1623 0.7311
H -3.605 3.025 10.810 -0.3608 0.2239 0.1273
H -2.692 2.422 9.526 -0.0391 0.1580 -0.6124
H -4.367 1.901 9.715 -0.0584 -0.0373 -0.1485
H -3.599 4.755 9.130 -0.0443 0.3547 0.0104
H -4.695 2.633 7.209 -0.1975 -0.0293 0.3084
H -3.104 3.339 7.202 0.1681 -0.0048 -0.0049
H -4.472 4.329 6.817 -0.1781 0.1714 0.1127
H -5.877 4.925 8.919 0.0769 0.0317 -0.1075
C -6.169 -2.662 4.063 -0.6428 -0.0211 0.1590
C -4.891 -1.940 3.817 2.1028 0.3061 0.3749
C -3.885 -2.749 3.021 -0.4775 -1.2414 0.1663
O -5.028 -0.698 3.149 -1.1105 0.4022 -0.0441
H -6.804 -2.168 4.798 -0.2851 0.6831 -0.5908
H -6.049 -3.603 4.600 0.6295 -0.3253 -0.5246
H -6.634 -2.827 3.090 -0.5199 -0.0941 0.2373
H -4.422 -1.726 4.777 0.0247 -0.0432 0.4209
H -4.322 -3.046 2.068 0.0531 0.2060 -0.2215
H -3.732 -3.683 3.562 0.3666 -0.1468 0.0252
H -2.921 -2.267 2.855 -0.1225 0.1910 0.0846
H -4.157 -0.296 3.155 0.0512 0.1437 -0.1413
C 5.243 2.799 1.818 -1.5996 0.3124 0.6345
C 6.647 2.460 1.535 1.4649 -0.5921 -1.6499
C 6.981 0.982 1.751 -0.2166 -0.3454 -0.1380
O 6.920 2.787 0.139 0.1138 -0.8375 -0.2339
H 4.841 2.273 2.684 0.2985 0.4327 0.5613
H 4.516 2.488 1.068 0.5166 -0.1358 -0.6245
H 5.135 3.881 1.896 -0.2050 0.0041 0.3478
H 7.389 3.052 2.070 -0.3517 0.0510 0.6671
H 6.705 0.667 2.757 0.2387 0.2687 0.2274
H 8.021 0.717 1.562 0.0866 0.3803 0.1373
H 6.414 0.292 1.126 -0.3036 0.3535 -0.3985
H 6.960 3.733 -0.019 -0.0876 0.0910 0.3889
C -4.654 -1.834 -3.977 -0.5508 -0.5592 0.1970
C -4.622 -0.370 -3.580 1.6050 -0.9062 1.1071
C -4.812 -0.127 -2.120 -1.7327 0.2568 0.6190
O -3.278 0.061 -3.749 0.6664 0.9071 -2.0271
H -5.660 -2.251 -4.000 -0.1883 0.0998 -0.1101
H -4.123 -2.435 -3.238 0.2263 0.0605 0.0888
H -4.183 -2.021 -4.942 -0.0733 0.2621 -0.0528
H -5.381 0.193 -4.123 0.6296 0.4230 -0.4472
H -5.868 -0.327 -1.935 -0.0027 -0.1691 0.8699
H -4.620 0.918 -1.875 -0.1662 0.1244 -0.2269
H -4.137 -0.685 -1.472 -0.1996 -0.4887 -0.1230
H -2.769 -0.172 -2.970 -0.0908 -0.0095 0.1299
C -0.408 3.977 -7.783 0.1922 0.7829 1.2601
C 1.108 3.895 -7.983 -0.4129 -1.5702 1.4076
C 1.990 3.934 -6.699 -1.2807 0.8193 -0.6137
O 1.382 2.616 -8.585 0.6228 0.8098 -1.1291
H -0.579 4.888 -7.209 -0.3810 0.5557 -0.4774
H -0.838 3.265 -7.079 0.4593 -0.7150 -0.0815
H -1.011 3.918 -8.689 0.3414 0.2818 -0.0845
H 1.417 4.767 -8.560 0.1629 -0.6133 -0.8591
H 1.950 4.922 -6.240 0.0556 0.1689 0.0317
H 3.013 3.752 -7.030 -0.0943 -0.3456 0.3828
H 1.574 3.247 -5.963 0.4902 -0.3438 -0.0310
H 0.937 1.925 -8.090 -0.1684 0.1054 0.2072